No. 1
Formula: C3H2O2
Source: the Open Molecules 2025 dataset
Level of theory: ωB97M-V/def2-TZVPD

As for the HOMO-LUMO gap (spin up / spin down): 0.341 / 0.341 Ha. The value obtained for the LUMO energy (spin up / spin down) is 0.581 / 0.581 eV. Its HOMO energy (spin up / spin down) is -8.7 / -8.7 eV.

The geometry in ORCA input format:
```
! RIJCOSX wB97M-V def2-TZVPD def2/J DEFGRID3
* xyz 0 1
C 0.112 0.742 0.651
C 0.684 -0.640 0.778
C -0.257 -0.430 -0.613
O -1.102 0.605 -0.133
O -0.139 -1.498 0.214
H 0.634 1.630 0.745
H 0.068 -0.409 -1.642
*
```

=====

No. 2
Formula: C40H47F4Si4
Source: the Open Molecules 2025 dataset
Level of theory: ωB97M-V/def2-TZVPD

As for the HOMO-LUMO gap: 0.128 Ha. The value obtained for the LUMO energy is -7.013 eV. Its HOMO energy is -10.5 eV.

The geometry in ORCA input format:
```
! RIJCOSX wB97M-V def2-TZVPD def2/J DEFGRID3
* xyz 1 1
F -4.944 0.127 -6.074
C -3.572 0.137 -6.259
C -2.999 -0.860 -7.053
C -1.613 -0.776 -7.262
F -1.030 -1.580 -8.227
C -0.807 0.102 -6.546
C -1.388 0.985 -5.573
C -0.535 1.708 -4.694
C -0.799 3.061 -4.285
C 0.097 4.120 -4.653
C -0.243 5.448 -4.384
F 0.651 6.455 -4.718
C -1.405 5.808 -3.687
C -2.233 4.755 -3.277
F -3.293 5.043 -2.438
C -1.992 3.426 -3.603
C -2.815 1.092 -5.586
H -3.600 -1.645 -7.508
H 0.281 0.135 -6.673
H 0.480 1.301 -4.534
H 1.001 3.864 -5.211
H -1.637 6.845 -3.452
H -2.688 2.648 -3.293
H -3.288 1.888 -5.025
C 2.408 0.390 -1.263
Si 3.175 -0.454 0.201
C 4.415 -1.781 -0.204
C 4.143 0.902 1.114
C 4.330 0.880 2.504
C 5.034 1.915 3.138
C 5.553 2.976 2.388
C 5.379 2.992 1.001
C 4.694 1.948 0.364
C 1.950 -1.144 1.450
Si 0.138 -1.440 0.974
H -0.139 -0.934 -0.481
C -0.343 -3.256 1.069
Si -0.143 -4.147 2.714
C 0.881 -5.692 2.540
C 0.545 -3.109 4.095
C -1.837 -4.747 3.311
C -2.121 -4.832 4.681
C -3.366 -5.310 5.117
C -4.336 -5.703 4.188
C -4.045 -5.640 2.821
C -2.795 -5.180 2.383
C -0.914 -0.564 2.308
Si -1.827 0.935 1.677
C -2.955 0.478 0.266
C -2.782 1.700 3.078
C -0.530 2.205 1.133
C -0.603 2.735 -0.161
C 0.387 3.613 -0.613
C 1.399 4.039 0.252
C 1.474 3.519 1.542
C 0.505 2.617 1.992
H 1.787 -0.315 -1.828
H 1.780 1.238 -0.958
H 3.190 0.770 -1.935
H 3.916 -2.670 -0.605
H 5.143 -1.443 -0.952
H 4.974 -2.084 0.691
H 3.931 0.055 3.104
H 5.173 1.893 4.218
H 6.088 3.788 2.882
H 5.774 3.816 0.407
H 4.586 1.964 -0.725
H 2.427 -2.066 1.853
H 1.979 -0.440 2.307
H -1.405 -3.349 0.748
H 0.231 -3.862 0.338
H 1.896 -5.429 2.223
H 0.951 -6.205 3.508
H 0.458 -6.390 1.807
H 1.548 -2.746 3.841
H -0.092 -2.253 4.343
H 0.635 -3.752 4.982
H -1.375 -4.525 5.420
H -3.577 -5.370 6.184
H -5.311 -6.053 4.527
H -4.791 -5.947 2.090
H -2.574 -5.159 1.311
H -1.695 -1.208 2.760
H -0.298 -0.235 3.169
H -3.730 -0.192 0.658
H -3.449 1.367 -0.143
H -2.445 -0.039 -0.552
H -3.506 0.975 3.466
H -2.121 1.999 3.899
H -3.330 2.585 2.738
H -1.432 2.472 -0.827
H 0.366 3.978 -1.640
H 2.126 4.776 -0.093
H 2.298 3.813 2.197
H 0.569 2.242 3.021
*
```

=====

How do the records compare in ΔE to the lowest compared entry with this formula, charge and spin? In the order shown, they have 5.0480; 0.0000 eV.